Computed, not measured: C3H6N2O as an isolated structure, with ωB97M-V with the def2-TZVPD basis set.

XYZ file:
```
12
C3H6N2O (ωB97M-V with the def2-TZVPD basis set)
N 1.96 0.43 -0.35
C 0.84 -0.34 -0.45
O 0.68 -1.24 -1.25
N -0.14 0.04 0.52
C -1.48 -0.54 0.39
C -1.56 0.81 -0.22
H 2.14 0.95 0.50
H 2.75 0.14 -0.89
H -1.45 -1.41 -0.27
H -1.95 -0.73 1.35
H -1.34 0.71 -1.30
H -0.43 1.14 0.59
```

The HOMO energy comes out at -8.88 eV. The spin multiplicity is 1. As for the LUMO energy: 0.794 eV. The calculation puts the energy relative to the best compared isomer or geometry (same formula, charge and spin) at 96.2 kcal per mole. For the molecular weight, the calculation gives 86.1 g mol⁻¹. As for the total charge: 0. Its maximum force is 0.6 eV/Å. The calculation puts the total energy at -302.53986 a.u.